(1)
152
Properties=species:S:1:pos:R:3:mulliken_charge:R:1 method="wB97M-V/def2-TZVPD" homo_energy_ha=-0.4005 lumo_ha=-0.195 charge=+1
C 4.07 3.86 7.03 -0.4717
C 2.90 4.86 7.57 -0.5833
C 2.09 5.59 6.39 -0.5660
C 0.61 5.02 6.14 -0.7096
C 0.63 3.39 6.29 0.0890
C -0.60 2.71 5.51 -0.8130
C -0.31 1.27 4.87 -0.3458
C 0.76 0.36 5.65 -0.6621
C 2.13 0.06 4.86 -0.4786
C 2.62 1.21 3.86 0.0591
C 4.22 1.07 3.71 -0.7725
C 4.91 2.20 2.83 0.3528
C 6.14 2.96 3.43 -0.7041
N 6.84 3.99 2.66 -0.0272
C 6.50 4.37 1.32 -0.3597
C 5.28 3.71 0.61 -0.4823
C 4.50 2.61 1.39 0.7320
C 3.28 1.91 0.65 0.1644
O 3.38 0.80 0.09 -0.5078
O 2.03 2.59 0.67 -0.3084
H 5.12 4.27 7.23 0.3824
H 3.86 3.66 5.92 -0.1642
H 3.90 2.86 7.57 0.1992
H 2.23 4.32 8.34 0.3143
H 3.45 5.68 8.16 0.3394
H 2.66 5.49 5.40 0.2137
H 2.00 6.70 6.65 0.3269
H 0.14 5.33 5.14 0.3532
H -0.05 5.39 7.00 0.2840
H 1.65 2.94 6.06 -0.2196
H 0.44 3.20 7.42 0.3863
H -0.87 3.41 4.63 0.1885
H -1.53 2.67 6.20 0.3171
H -0.09 1.43 3.76 0.1538
H -1.31 0.69 4.90 0.3222
H 1.05 0.74 6.70 0.3334
H 0.26 -0.67 5.83 0.3568
H 2.99 -0.12 5.61 0.3090
H 2.02 -0.91 4.25 0.0187
H 2.08 1.02 2.85 0.2810
H 2.33 2.28 4.16 0.0641
H 4.55 0.01 3.37 0.3883
H 4.66 1.18 4.78 0.4122
H 6.55 2.75 4.48 0.3583
H 7.66 4.46 3.10 0.3089
H 7.14 5.16 0.80 0.3641
H 5.04 4.06 -0.45 0.4083
H 2.05 3.36 1.28 0.3310
O -2.32 6.36 -3.59 -0.5450
P -1.92 5.53 -2.37 1.0832
O -3.41 4.85 -2.11 -0.4056
C -3.86 3.84 -3.00 -0.2879
C -3.02 2.58 -2.90 -0.9243
O -2.03 6.77 -1.27 -0.4253
C -2.02 8.12 -1.74 -0.2574
C -3.41 8.61 -2.11 -1.0596
O -1.34 4.58 -1.06 -0.3718
C -0.19 3.77 -1.26 0.1661
C 0.93 4.46 -2.01 -1.1246
H -3.87 4.22 -4.02 0.2162
H -4.89 3.61 -2.72 0.3567
H -2.03 2.75 -3.34 0.1615
H -3.48 1.76 -3.45 0.4709
H -2.89 2.28 -1.86 0.2302
H -1.32 8.23 -2.58 0.2366
H -1.62 8.76 -0.94 0.3579
H -3.99 7.87 -2.67 0.2791
H -3.36 9.52 -2.70 0.3255
H -3.99 8.81 -1.21 0.3171
H -0.48 2.85 -1.76 0.1465
H 0.17 3.48 -0.27 0.0309
H 0.59 4.83 -2.99 0.4329
H 1.75 3.76 -2.18 0.3544
H 1.31 5.32 -1.45 0.2830
O -3.53 -5.59 3.28 -0.6917
P -2.25 -4.94 3.80 1.1191
O -1.89 -6.09 4.93 -0.3710
C -1.39 -7.34 4.48 -0.0855
C -0.02 -7.21 3.84 -1.0462
O -3.02 -3.85 4.80 -0.3812
C -4.41 -3.57 4.60 -0.3281
C -5.30 -4.56 5.33 -1.0333
O -0.80 -4.14 4.27 -0.3471
C 0.13 -3.79 3.25 0.1593
C -0.50 -3.18 2.01 -1.1737
H -2.10 -7.80 3.78 0.1087
H -1.32 -8.00 5.35 0.3387
H -0.10 -6.71 2.87 0.1460
H 0.43 -8.19 3.66 0.4869
H 0.65 -6.63 4.47 0.2916
H -4.64 -3.54 3.53 0.3112
H -4.61 -2.56 4.98 0.3549
H -4.96 -5.59 5.24 0.2770
H -6.33 -4.50 4.97 0.3269
H -5.30 -4.34 6.40 0.2986
H 0.73 -4.66 2.98 0.1974
H 0.83 -3.07 3.69 0.0086
H -1.25 -3.84 1.57 0.4244
H 0.27 -2.98 1.26 0.4117
H -0.99 -2.23 2.26 0.2616
O 0.85 6.25 -9.54 -0.7114
P 0.11 5.04 -8.96 1.0476
O 0.46 5.34 -7.37 -0.4245
C -0.21 6.41 -6.72 -0.3443
C -1.69 6.15 -6.57 -0.8640
O 1.31 3.94 -9.27 -0.3464
C 2.33 4.26 -10.23 -0.3311
C 3.48 5.02 -9.59 -1.0101
O -0.81 3.69 -8.41 -0.2708
C -2.16 3.57 -8.86 -0.1451
C -2.36 3.85 -10.33 -1.1770
H -0.03 7.35 -7.26 0.2574
H 0.24 6.52 -5.73 0.2994
H -2.19 6.22 -7.55 0.3617
H -2.16 6.89 -5.92 0.3108
H -1.88 5.16 -6.16 0.1917
H 1.90 4.81 -11.07 0.3111
H 2.71 3.32 -10.64 0.3563
H 3.15 5.80 -8.90 0.2816
H 4.11 5.48 -10.36 0.3214
H 4.10 4.34 -9.00 0.2864
H -2.80 4.22 -8.26 0.2135
H -2.47 2.54 -8.65 0.3354
H -2.00 4.85 -10.61 0.3635
H -3.42 3.80 -10.59 0.3861
H -1.81 3.13 -10.94 0.3052
O -0.24 -9.11 -2.05 -0.7245
P -0.95 -10.35 -1.49 1.0895
O -0.54 -10.10 0.10 -0.4812
C -1.20 -9.06 0.81 0.1054
C -2.68 -9.35 1.00 -0.9915
O 0.26 -11.42 -1.88 -0.3591
C 1.24 -11.06 -2.85 -0.3301
C 2.40 -10.29 -2.23 -1.0026
O -1.83 -11.73 -0.96 -0.2750
C -3.19 -11.86 -1.36 -0.1647
C -3.44 -11.53 -2.82 -1.1266
H -1.06 -8.11 0.29 0.1991
H -0.73 -8.99 1.79 -0.0308
H -3.21 -9.26 0.04 0.2937
H -3.14 -8.64 1.69 0.3652
H -2.84 -10.36 1.37 0.2356
H 0.78 -10.48 -3.66 0.3018
H 1.62 -11.97 -3.31 0.3592
H 2.09 -9.55 -1.50 0.2739
H 3.00 -9.80 -3.00 0.3213
H 3.05 -10.98 -1.68 0.2908
H -3.82 -11.24 -0.72 0.2241
H -3.48 -12.90 -1.18 0.3270
H -3.10 -10.52 -3.07 0.3586
H -4.51 -11.59 -3.04 0.3867
H -2.90 -12.22 -3.47 0.3010

---

(2)
97
Properties=species:S:1:pos:R:3:mulliken_charge:R:1 method="wB97M-V/def2-TZVPD" homo_energy_ha=-0.3047 relative_energy_ev=0.000 lumo_ha=0.063 charge=-1
N -0.13 0.24 -0.19 0.9198
O 0.88 -0.17 -0.85 -0.5612
O 0.06 1.18 0.57 -0.0990
O -1.23 -0.28 -0.29 -0.7586
O -0.75 -1.29 3.96 -0.6306
H -0.84 -0.62 3.31 0.4140
H 0.23 -1.44 3.96 0.2447
O 0.07 3.90 -2.38 -0.7030
H 0.23 3.68 -1.45 0.4114
H 0.86 4.35 -2.63 0.2923
O -3.40 0.10 3.67 -0.7170
H -2.88 -0.65 4.04 0.2951
H -2.69 0.80 3.61 0.3900
O -3.93 -1.91 -2.29 -0.5741
H -3.24 -1.52 -2.86 0.3422
H -4.66 -2.14 -2.87 0.2226
O 3.82 -1.12 1.81 -0.6787
H 3.29 -1.46 1.07 0.3563
H 4.40 -0.49 1.38 0.3720
O 0.19 -3.69 -1.23 -0.6008
H -0.66 -3.33 -1.00 0.4409
H 0.19 -3.53 -2.16 0.2195
O 2.38 -2.38 -0.23 -0.5461
H 2.51 -3.25 0.22 0.3205
H 1.56 -2.66 -0.71 0.1378
O 1.38 3.68 0.33 -0.7677
H 1.18 2.73 0.45 0.2135
H 0.74 4.11 0.94 0.5530
O -3.90 0.12 0.53 -0.5171
H -3.89 -0.14 1.46 0.3511
H -2.95 0.24 0.26 0.1531
O 4.52 -1.52 -1.95 -0.6888
H 3.62 -1.63 -1.52 0.3651
H 4.35 -1.29 -2.84 0.3379
O 5.06 0.78 -0.11 -0.6383
H 4.59 0.37 -0.87 0.3537
H 5.95 0.35 -0.13 0.2802
O 3.78 2.57 1.90 -0.7575
H 4.28 2.11 1.19 0.3456
H 3.06 3.06 1.43 0.3908
O 2.16 -1.95 3.67 -0.7597
H 2.93 -1.73 3.05 0.5058
H 1.90 -2.83 3.42 0.2703
O 3.20 1.70 -2.08 -0.5634
H 3.23 1.38 -3.00 0.2725
H 2.41 1.34 -1.66 0.2314
O -2.22 -0.16 -3.57 -0.7558
H -1.28 -0.38 -3.41 0.2557
H -2.38 0.68 -3.09 0.5601
O 2.03 -5.10 0.94 -0.7532
H 1.76 -5.22 1.89 0.3770
H 1.20 -4.87 0.49 0.2972
O -5.74 -2.55 0.38 -0.6330
H -5.20 -2.87 1.14 0.3049
H -5.35 -1.75 0.06 0.3042
O -2.33 -2.87 -0.14 -0.7315
H -1.98 -2.00 0.13 0.4273
H -2.90 -2.64 -0.89 0.2834
O 0.32 -1.39 -3.23 -0.5216
H 1.04 -1.87 -3.70 0.2943
H 0.63 -1.15 -2.32 0.2271
O -5.23 2.08 2.43 -0.7376
H -5.39 1.48 1.70 0.3349
H -4.72 1.52 3.01 0.3649
O 1.78 1.10 3.70 -0.7668
H 2.37 1.57 3.07 0.4081
H 2.03 0.16 3.52 0.3576
O 2.64 0.04 -4.52 -0.6652
H 1.73 -0.10 -4.19 0.3553
H 2.55 0.85 -5.10 0.3342
O 0.90 -5.08 3.68 -0.6504
H 0.09 -4.65 3.37 0.3679
H 0.95 -4.86 4.61 0.3010
O -0.86 1.29 3.12 -0.8304
H -0.98 1.38 2.14 0.3775
H 0.10 1.38 3.20 0.3473
O 2.90 4.73 -2.82 -0.6656
H 3.58 5.37 -2.55 0.3058
H 3.07 3.92 -2.36 0.3320
O -0.36 4.79 2.04 -0.7294
H 0.11 4.48 2.84 0.3162
H -1.22 4.36 2.00 0.2977
O -0.01 -1.95 -6.29 -0.6349
H 0.86 -2.13 -5.93 0.3097
H -0.41 -1.37 -5.61 0.3571
O -2.44 4.58 -1.43 -0.7676
H -2.27 4.30 -0.56 0.3570
H -1.59 4.66 -1.87 0.4206
O -2.69 1.78 -1.86 -0.9369
H -2.65 2.72 -1.94 0.3527
H -3.63 1.55 -1.73 0.3321
O -2.83 3.18 0.93 -0.6036
H -2.74 2.52 0.22 0.3488
H -3.59 2.90 1.48 0.3383
O -0.96 -3.70 2.13 -0.7043
H -0.94 -2.82 2.51 0.3715
H -1.65 -3.63 1.43 0.3270

---

(3)
24
Properties=species:S:1:pos:R:3:nbo_charge:R:1 method="wB97M-V/def2-TZVPD" homo_energy_ha="-0.8174 / -0.8660" multiplicity=10 s2=24.790 lumo_ha="-0.557 / -0.698" charge=+4
Fe -6.41 1.54 -1.65 1.4272
Ir 0.74 0.08 1.52 1.1589
Cl -4.34 1.12 -1.39 0.0886
Cl -1.47 -0.74 1.30 0.0066
C 0.55 0.37 3.28 0.4435
C -7.84 2.27 -2.65 0.3678
C -7.39 0.96 -0.24 0.3499
O 0.25 0.48 4.41 -0.1932
O -8.97 2.54 -2.74 -0.1306
O -8.22 0.65 0.51 -0.1028
C 2.71 -2.15 0.65 -0.9841
P 2.64 -0.52 -0.16 1.7313
C 3.63 0.69 0.77 -0.9857
C 3.24 -0.66 -1.86 -0.9794
O 1.16 0.01 -0.38 -0.8774
H 3.72 -2.28 1.06 0.3244
H 2.54 -2.93 -0.11 0.3215
H 1.96 -2.24 1.46 0.2447
H 4.60 0.26 1.07 0.3298
H 3.82 1.56 0.12 0.3163
H 3.10 1.03 1.68 0.2426
H 2.57 -1.37 -2.37 0.2912
H 3.13 0.32 -2.33 0.2953
H 4.28 -1.00 -1.94 0.3136